Here is a structure of composition C49H39FeN5O4P2S3 at a distorted geometry from the OMol25 dataset. Energies are from ωB97M-V/def2-TZVPD.

The geometry in XYZ format:
```
103
Properties=species:S:1:pos:R:3
Fe 13.87 11.72 13.74
O 11.76 9.30 15.14
S 11.73 10.21 13.99
C 11.10 9.25 12.62
C 10.03 8.40 13.01
C 9.31 7.58 12.11
C 9.79 7.53 10.83
C 9.33 6.64 9.67
C 10.38 6.94 8.59
C 11.27 8.01 9.11
C 12.33 8.62 8.51
C 12.94 9.59 9.29
C 12.70 9.86 10.62
P 13.72 11.22 11.32
C 15.42 10.86 10.78
C 16.27 11.98 10.64
C 17.60 11.79 10.30
C 18.11 10.52 10.09
C 17.27 9.44 10.22
C 15.93 9.61 10.56
C 13.24 12.61 10.25
C 13.78 12.88 8.96
C 13.33 13.97 8.26
C 12.41 14.84 8.85
C 11.84 14.52 10.04
C 12.21 13.36 10.75
C 11.60 9.22 11.28
C 10.88 8.34 10.45
C 10.48 11.43 14.27
C 9.41 11.60 13.40
C 8.36 12.47 13.74
C 8.35 13.13 14.93
C 7.32 14.07 15.55
C 7.97 14.53 16.89
C 9.30 13.78 16.93
C 10.24 13.75 17.91
C 11.43 13.07 17.58
C 11.64 12.35 16.41
P 13.36 11.76 16.23
C 13.57 10.70 17.71
C 13.77 11.32 18.92
C 13.93 10.61 20.10
C 13.87 9.22 20.05
C 13.71 8.56 18.85
C 13.55 9.31 17.69
C 14.44 13.20 16.72
C 14.08 14.52 16.59
C 15.03 15.54 16.57
C 16.35 15.22 16.79
C 16.73 13.90 16.96
C 15.78 12.89 16.92
C 10.55 12.20 15.48
C 9.46 12.99 15.77
H 9.85 8.41 14.08
H 8.49 7.00 12.48
H 8.36 6.90 9.29
H 9.37 5.59 9.97
H 9.89 7.24 7.63
H 11.05 6.10 8.39
H 12.67 8.36 7.55
H 13.69 10.17 8.82
H 15.89 13.01 10.72
H 18.26 12.66 10.19
H 19.12 10.37 9.79
H 17.69 8.45 10.08
H 15.33 8.70 10.63
H 14.51 12.30 8.48
H 13.70 14.16 7.26
H 12.09 15.65 8.25
H 11.11 15.19 10.55
H 11.66 13.11 11.68
H 9.34 11.02 12.48
H 7.54 12.62 13.09
H 6.33 13.59 15.71
H 7.14 14.87 14.85
H 7.34 14.25 17.73
H 8.16 15.60 16.93
H 10.08 14.33 18.79
H 12.21 13.17 18.31
H 13.86 12.36 19.01
H 14.18 11.11 21.02
H 14.00 8.70 21.00
H 13.76 7.47 18.81
H 13.42 8.79 16.76
H 13.04 14.77 16.38
H 14.74 16.59 16.52
H 17.08 16.01 16.87
H 17.73 13.69 17.23
H 16.09 11.87 17.07
N 19.10 10.66 13.41
N 17.95 11.43 13.50
N 18.02 12.73 13.71
C 16.76 13.00 13.87
N 16.00 11.88 13.76
N 16.81 10.86 13.57
H 19.81 11.27 13.72
H 19.19 10.38 12.43
H 16.39 13.95 14.05
O 10.48 14.51 13.13
S 11.46 15.36 13.74
O 11.92 16.48 13.00
O 11.46 15.46 15.16
S 13.63 14.07 13.48
```

For the energy, the calculation gives -5606.08206 Ha. Its expectation value of S² is 8.771. As for the multiplicity: 6. As for the HOMO energy (spin up / spin down): -10.23 / -10.33 eV. As for the charge: +1. Its max |F| is 2.06 eV Å⁻¹. For the gap between HOMO and LUMO (spin up / spin down), the calculation gives 7.759 / 6.225 eV.

Atomic partial charges in e from the Löwdin method, atoms 1 to 8: atom 1 (Fe): 0.249, atom 2 (O): -0.451, atom 3 (S): 0.855, atom 4 (C): -0.293, atom 5 (C): -0.033, atom 6 (C): 0.010, atom 7 (C): -0.125, atom 8 (C): -0.078

=====

Here is a structure of composition C22H14IrO6S2 at a distorted geometry from the OMol25 dataset. Energies are from ωB97M-V/def2-TZVPD.

The geometry in XYZ format:
```
45
Properties=species:S:1:pos:R:3
Ir -3.15 -1.44 1.18
O -6.35 -2.75 2.14
S -5.84 -1.49 1.63
O -6.87 -0.48 1.43
O -5.10 -1.73 0.31
O -4.75 -0.94 2.55
O 0.04 -3.80 3.15
C -0.65 -3.25 2.28
O -1.81 -2.77 2.48
C -0.01 -3.12 0.90
C 1.37 -2.96 0.86
C 2.07 -2.91 -0.34
C 1.37 -3.06 -1.53
C 0.00 -3.22 -1.51
C -0.72 -3.23 -0.31
S -2.46 -3.39 -0.41
H 1.90 -2.88 1.80
H 3.14 -2.77 -0.34
H 1.90 -3.04 -2.48
H -0.56 -3.32 -2.44
C -1.63 -0.20 0.62
C -0.74 0.58 0.27
C 0.25 1.47 -0.14
C 0.88 1.20 -1.43
C 1.00 -0.13 -1.88
C 1.60 -0.42 -3.09
C 2.07 0.60 -3.91
C 1.93 1.92 -3.50
C 1.34 2.22 -2.28
C 0.62 2.56 0.73
C -0.23 2.94 1.78
C 0.11 3.95 2.66
C 1.33 4.62 2.53
C 2.19 4.25 1.51
C 1.86 3.24 0.63
H 0.62 -0.92 -1.25
H 1.70 -1.45 -3.41
H 2.54 0.37 -4.87
H 2.26 2.73 -4.15
H 1.19 3.25 -2.00
H -1.18 2.43 1.89
H -0.57 4.23 3.45
H 1.60 5.40 3.23
H 3.15 4.74 1.41
H 2.57 2.94 -0.13
```

The value obtained for the energy above the lowest of the compared OMol25 structures with the same formula, charge and spin is 14.10 kcal/mol. For the energy, the calculation gives -2198.84049 Ha. Its expectation value of S² is 8.796. As for the multiplicity: 6. As for the HOMO energy (spin up / spin down): -1.72 / -2.41 eV. As for the charge: -2. Its max |F| is 2.11 eV Å⁻¹. For the gap between HOMO and LUMO (spin up / spin down), the calculation gives 6.029 / 6.003 eV.

Atomic partial charges in e from the natural (NBO) method, atoms 1 to 8: atom 1 (Ir): 1.457, atom 2 (O): -1.011, atom 3 (S): 2.538, atom 4 (O): -1.017, atom 5 (O): -1.007, atom 6 (O): -1.014, atom 7 (O): -0.702, atom 8 (C): 0.773